No. 1
Entry from the OMol25 dataset: C2HAuFO as an isolated structure at a distorted geometry (wB97M-V/def2-TZVPD).

Last column: Mulliken spin population.
Atoms and positions in Å:
C -1.05289 -0.46875 0.00838  0.265
C 0.08561 0.19221 0.08705  0.410
Au 2.29307 1.85817 0.27327  0.952
O 1.14418 0.67495 -0.13891  0.194
H -0.87444 -1.38303 0.64821  0.009
F -2.21790 0.15834 0.02415  0.170

Summary:
E_HOMO (spin up / spin down)	-1.05388 / -1.12733	hartree
net charge	+3
spin multiplicity	3
<S²>	2.004
orbital gap (spin up / spin down)	9.6 / 8.0	eV

No. 2
Entry from the OMol25 dataset: an isolated molecule of C3H5NO2S at a distorted geometry (wB97M-V/def2-TZVPD).

Last column: Löwdin charge in e.
Atoms and positions in Å:
H 0.15367 -1.17933 -1.80824  0.103
C 0.67558 -1.74653 -0.92261  0.030
N 0.47570 0.57513 -1.59381  -0.035
S -1.04800 0.31500 1.93122  0.778
H 1.50941 2.29548 -1.23558  0.044
H 1.56164 -1.19183 -0.66452  0.068
C 1.20198 1.56389 -1.83646  0.013
C -0.43415 -0.14198 0.54740  -0.956
O 0.22791 0.80883 -0.17668  -0.155
H 0.80838 -2.81744 -0.89646  0.077
O -0.34050 -1.50858 0.32257  -0.142
H 1.64517 1.37292 -3.03520  0.175

Summary:
E_HOMO	-0.31475	hartree
energy above the lowest of the compared OMol25 structures with the same formula, charge and spin	124.9	kcal per mole
SMILES	C=NOC(=S)OC
spin multiplicity	1
orbital gap	8.9	eV

No. 3
Entry from the OMol25 dataset: a 6-piece molecular cluster, C16H48N4O6 overall at a distorted geometry (wB97M-V/def2-TZVPD).

Last column: Löwdin charge in e.
Atoms and positions in Å:
H 14.62859 20.73570 21.35320  0.073
H 14.73419 18.10160 10.77865  0.075
H 17.07338 19.72297 23.16922  0.133
H 13.59908 16.80620 23.12497  0.062
H 18.69068 14.37042 21.08456  0.077
H 18.30395 12.23679 16.98810  0.091
H 21.45185 14.46407 18.43485  0.139
H 20.21763 16.58573 16.68275  0.068
H 16.34355 12.35160 26.26199  0.085
N 16.69883 20.04195 11.35529  0.028
C 17.25600 20.17281 22.18669  -0.193
H 16.46379 17.69320 20.16114  0.060
H 17.71470 15.85897 19.24748  -0.006
C 13.71779 15.83135 23.60260  -0.065
H 12.84173 15.23761 23.32051  0.079
H 20.48604 13.01541 16.67900  0.121
H 19.38908 20.01887 23.77252  0.088
C 21.22763 14.86832 17.44147  -0.441
C 16.46331 19.48606 21.09344  -0.420
C 17.87933 16.45733 14.34991  -0.119
H 19.53033 21.54780 22.95227  0.085
O 18.62165 19.97806 21.85962  -0.192
O 17.82773 14.66303 20.76482  -0.052
H 17.42750 13.87229 20.37904  0.063
H 17.06264 20.79662 11.92833  0.070
H 13.58359 15.95078 24.67931  0.076
H 16.45183 17.65511 10.40710  0.082
H 17.15169 13.09082 18.06883  0.086
C 20.78760 16.31296 17.57848  -0.049
H 15.34599 11.54893 25.03960  0.087
H 16.92199 12.23423 24.61001  0.080
H 21.66533 16.96093 17.58542  0.081
H 17.60815 15.83240 17.72330  0.008
H 17.02444 21.24201 22.20439  0.129
C 15.30428 13.79308 23.49485  -0.217
C 14.95330 19.69924 21.20917  -0.066
O 17.47558 16.40816 18.48092  -0.070
H 22.19800 14.92984 15.66558  0.077
H 18.24048 18.18563 12.37081  0.128
C 16.23653 18.90542 12.14854  -0.442
H 17.38118 13.63821 16.42526  0.083
O 16.90827 17.13826 13.60998  -0.191
H 14.46673 19.41372 20.27262  0.076
H 15.15924 16.40211 21.56217  0.029
C 17.36539 18.32921 13.01564  -0.215
N 15.15237 15.38578 21.66696  0.033
H 17.55132 15.46819 14.66117  0.075
C 17.89951 13.20613 17.28704  -0.093
H 17.69190 17.85762 21.16628  0.077
H 15.48452 16.91227 11.71016  0.071
O 15.42334 13.61208 24.88585  -0.173
H 16.15225 15.21369 21.50500  0.013
H 16.77772 19.85136 20.10988  0.140
H 20.13480 16.50352 18.42458  0.068
H 15.81383 15.89264 23.60190  0.136
H 15.89060 20.43032 10.88179  0.072
H 20.57661 20.39139 22.43777  0.086
H 22.56252 13.68092 16.55614  0.067
H 18.16902 17.02533 15.24619  0.082
H 18.79956 16.37242 13.75532  0.090
H 16.24169 13.50593 23.00485  0.106
H 14.43516 19.14842 21.99597  0.066
H 17.63960 19.02960 13.81154  0.127
H 15.45050 19.17578 12.86304  0.135
C 20.06470 14.00723 16.88458  -0.211
H 14.47619 13.22673 23.05296  0.132
C 19.54351 20.45594 22.78152  -0.138
C 16.02386 12.39132 25.22226  -0.125
O 18.97704 13.98882 17.78823  -0.215
N 22.42958 14.68919 16.63231  0.035
C 15.04364 15.25657 23.14529  -0.437
H 19.69174 14.47662 15.96340  0.119
N 16.69280 18.03583 21.09129  0.047
C 15.71433 17.84075 11.18543  -0.064

Summary:
E_HOMO	-0.32224	hartree
energy above the lowest of the compared OMol25 structures with the same formula, charge and spin	25.1	kcal per mole
SMILES	COC[C@H](C)N.COC[C@H](C)N.COC[C@H](C)N.COC[C@H](C)N.O.O
spin multiplicity	1
orbital gap	9.0	eV

No. 4
Entry from the OMol25 dataset: C31H52CsN3OP2 as an isolated structure at a distorted geometry (wB97M-V/def2-TZVPD).

Last column: Löwdin charge in e.
Atoms and positions in Å:
C 1.34902 4.78879 2.74995  -0.135
H 0.89937 4.72531 -5.95423  0.084
H 1.75267 1.39702 -4.44634  0.112
C 0.36544 -0.13576 3.89569  -0.203
H -2.60514 -7.31074 0.17333  0.062
C 0.62904 3.24505 -4.31874  -0.292
H -0.13107 0.41432 -5.42009  0.073
H -1.15148 -8.10900 1.85609  0.088
C -1.41470 -5.34640 1.10686  -0.521
H -0.81870 -4.37005 -1.44149  0.076
C -1.88440 -7.08525 -0.56686  -0.028
H -2.68934 -8.04701 2.70129  0.105
P 0.93266 1.93994 2.14816  1.068
C -1.23838 2.42113 0.48786  -0.315
C -0.73180 2.54164 1.82726  -0.325
C -3.41412 3.09466 1.28565  -0.047
H -1.11132 3.21075 3.82250  0.080
H 0.12712 -5.85352 -1.69841  0.091
H -1.23937 -7.42362 3.48684  0.100
H 1.03642 1.58828 6.01378  0.086
H -4.45029 3.34204 1.11445  0.106
H 3.10406 1.90605 -1.47690  0.056
C -0.22199 4.01793 -3.52593  -0.082
H 0.95882 -0.82971 3.34269  0.030
C 1.15730 3.65818 -5.69252  -0.071
H 0.73465 4.76213 3.69844  0.075
O -1.23062 -4.15171 1.23732  -0.178
H -3.50688 4.47619 4.18606  0.073
H -3.38943 2.76975 4.52619  0.065
H 3.12782 4.56125 0.88194  0.080
H 0.46489 -0.62154 4.90790  0.092
C 3.05893 -0.07869 -2.42972  -0.552
H 1.62718 3.97586 0.14281  0.084
N -0.43089 1.84275 -0.50476  -0.012
C -3.71278 3.49379 3.78999  -0.070
H -2.80859 -5.38772 3.88163  0.103
H -1.24367 4.26543 -1.68223  0.110
C -0.20999 2.37591 -1.69218  -0.351
N -2.00234 -6.12075 2.11578  -0.174
H -0.97229 -1.24441 -5.20397  0.084
H -1.20199 0.13272 -4.07501  0.072
H -2.95688 2.91250 -0.75652  0.105
N -1.07718 -5.96321 -0.05417  -0.116
H 3.27590 -0.53101 -3.41331  0.098
H -4.03229 -6.18519 2.77394  0.094
H 2.25676 3.44206 -5.77513  0.080
Cs -0.80696 -1.42817 0.74022  0.874
C 0.67609 1.65495 -2.57598  -0.344
H 4.49316 -1.43477 -1.56406  0.061
C 3.70355 1.27153 -2.16063  -0.121
C 0.98732 1.23585 3.90148  -0.583
H 0.93744 3.14157 5.00578  0.064
H 2.81208 3.17256 2.88177  0.107
C 1.11666 2.04416 -3.83086  -0.143
P 1.18321 -0.06627 -2.26653  1.055
H -2.38963 -6.79009 -1.52782  0.112
H -0.13603 -2.49004 -2.66619  0.030
H -0.52419 2.07385 5.24377  0.073
H 2.08544 1.08053 3.91189  0.094
H 1.58944 -0.93322 -4.63322  0.089
C 1.96697 3.52497 2.25258  -0.569
H -0.70547 -0.16955 3.64969  0.055
H 0.12627 -2.99615 -4.45868  0.080
H -4.81370 3.38812 3.66005  0.087
C -0.64901 3.57495 -2.33269  -0.061
C 3.50064 -1.08518 -1.35294  -0.161
C -1.74759 -7.45160 2.49396  -0.107
H -0.59384 4.97702 -3.84214  0.104
H 2.80744 -1.92956 -1.40042  0.036
C 0.58939 2.08856 5.10954  -0.121
H 2.09822 5.57522 2.85207  0.070
H -3.27688 -4.58416 2.40594  0.073
C -1.55010 2.97517 2.86399  -0.080
H 0.72467 5.22174 1.92010  0.096
C -0.23190 -5.15285 -0.95528  -0.025
C 0.74384 -0.93502 -3.93674  -0.541
H 0.74860 3.04955 -6.46564  0.042
H 2.96834 2.82876 0.38668  0.048
C 0.49776 -2.42584 -3.56924  -0.166
H 3.52195 -0.58590 -0.37487  0.077
H 4.70233 1.10068 -1.71668  0.078
H 3.83129 1.89747 -3.07385  0.081
C -2.58701 2.77088 0.24985  -0.046
C -2.88741 3.16894 2.59217  -0.296
H 1.41521 -2.93943 -3.27152  0.057
C -3.13950 -5.55182 2.83572  -0.035
H -1.34898 -7.97990 -0.77181  0.074
C 2.45615 3.69102 0.82620  -0.157
H 0.58147 -4.72029 -0.36481  0.097
C -0.45687 -0.36438 -4.69673  -0.120

Summary:
E_HOMO	-0.19432	hartree
spin multiplicity	1
orbital gap	5.0	eV

No. 5
Entry from the OMol25 dataset: C14H26CaNP as an isolated structure at a distorted geometry (wB97M-V/def2-TZVPD).

Last column: Löwdin charge in e.
Atoms and positions in Å:
H 1.41252 4.70882 -1.11118  0.040
C -1.69596 -0.98327 -2.02858  -0.300
C -1.50002 1.39763 -2.39529  -0.378
N 1.06979 -2.53065 -1.99025  -0.293
H 2.54589 1.26958 -1.13698  0.037
H -2.36574 2.19317 -4.23320  0.102
H 1.50207 -3.22816 -0.08053  0.083
H -0.20688 -4.05222 -1.44443  0.115
Ca -1.73795 0.60383 0.73791  1.191
C -1.30359 0.28520 -1.60677  -0.269
H 2.02174 -2.72970 -3.87559  0.080
C 1.15141 4.03288 -0.27956  -0.319
H 0.45805 1.06066 1.70442  0.006
H -1.66686 3.28326 -1.28850  0.071
C -1.30203 -1.23583 2.09944  -0.417
H -0.84793 -0.89375 3.04436  -0.065
H -0.65392 -2.03720 1.72687  -0.065
H -0.67420 3.37733 -2.70920  0.083
H 0.78364 -1.44148 -3.74705  0.085
H 2.39137 -1.25611 -2.96168  0.072
C -1.37956 -2.24597 -1.26552  -0.152
H 0.56786 0.38630 1.44887  0.028
H 2.59851 -3.85875 -1.34283  0.079
H -3.04208 -0.09936 -5.03491  0.098
C -2.57523 0.02695 -4.05308  -0.105
H -2.26503 -2.90074 -1.26864  0.114
C -2.32279 -1.11203 -3.29259  -0.067
H -2.26722 -1.71129 2.36402  -0.062
C 1.73852 1.64446 -1.77395  -0.265
H 2.07251 3.94152 0.31626  0.035
C 1.58604 -1.96664 -3.20418  -0.107
C -2.18730 1.29711 -3.62976  -0.060
H 2.75657 -2.17003 -0.82046  0.077
H 1.32117 0.79918 -2.32635  0.016
C -0.26407 -3.08300 -1.96944  -0.194
H -2.59233 -2.12229 -3.62483  0.108
H 0.41461 4.56824 0.33931  0.027
H -0.57628 -3.24208 -3.01829  0.112
H 2.18609 2.30312 -2.51558  0.045
H -1.12033 -2.08713 -0.20360  0.055
C -0.92300 2.71005 -1.87587  -0.347
C 2.02730 -2.97055 -1.01183  -0.100
P 0.46758 2.37732 -0.67276  0.805

Summary:
E_HOMO	-0.25595	hartree
spin multiplicity	1
orbital gap	6.3	eV

No. 6
Entry from the OMol25 dataset: C4H3Br3S as an isolated structure at a distorted geometry (wB97M-V/def2-TZVPD).

Last column: Löwdin charge in e.
Atoms and positions in Å:
C 1.83894 2.06851 -0.14128  -1.310
H 0.25780 -1.77369 0.26534  0.047
S 1.62222 2.64777 -1.79249  0.331
Br 1.26113 3.46980 0.92586  0.718
C 2.27259 0.92145 0.31202  -0.791
H 2.53529 0.05944 -0.41161  0.051
H -1.39078 1.17497 0.78982  0.044
Br 2.21627 0.42416 2.09884  0.712
Br 1.67589 0.79894 -2.88944  0.281
C -0.89830 0.19637 0.67127  -0.034
C -0.39901 -0.91526 0.50493  -0.050

Summary:
E_HOMO	-0.32511	hartree
energy above the lowest of the compared OMol25 structures with the same formula, charge and spin	56.8	kcal per mole
spin multiplicity	1
orbital gap	8.5	eV

No. 7
Entry from the OMol25 dataset: C32H31BrN5S4W as an isolated structure at a distorted geometry (wB97M-V/def2-TZVPD).

Last column: Löwdin charge in e.
Atoms and positions in Å:
H -2.38844 -2.96062 -1.63763  0.031
H 1.70109 4.51271 1.79504  0.126
N -2.80450 -1.73672 -0.03627  -0.043
C -0.98085 -4.33552 3.65584  -0.017
H -3.38543 -1.17797 2.73579  0.140
H -2.02414 1.81368 2.90622  0.143
H -6.50366 -1.95750 -1.05248  0.122
H -5.79983 -0.57478 0.90119  0.125
Br 6.10320 -1.31305 2.27397  0.765
C 4.00347 -1.14234 0.37090  -0.121
H -1.70116 -0.40396 3.98862  0.144
C 2.66869 1.77552 -3.50005  -0.209
C 3.28857 -1.24937 2.63828  -0.125
C -1.75519 1.42349 1.92136  -0.114
N 0.10250 1.26761 0.42985  -0.013
C 1.65255 2.17076 -2.60991  -0.197
C 0.11668 3.06821 2.00876  0.006
H -4.75758 -3.26147 -2.28881  0.122
C 1.23246 3.62162 1.39539  -0.012
H 0.03328 4.55285 -1.33054  0.085
C -0.42194 1.91999 1.48244  -0.260
H 4.78802 -1.18483 -0.37526  0.106
S 0.31410 -2.38963 -1.42968  0.180
C 2.10245 3.63482 -4.92737  -0.072
N 1.48156 1.32179 -1.46796  0.079
H 3.51120 -1.35426 3.69264  0.104
H -0.41135 -4.06528 0.34088  0.059
H 2.50266 3.45504 -0.33469  0.142
C -0.73869 -4.74236 2.35979  -0.016
C 2.87602 2.51626 -4.65005  -0.042
N -0.72976 -2.47761 1.60453  -0.037
H -1.07794 4.20214 -2.64893  0.087
H -3.89493 0.40144 2.18910  0.137
H 3.65507 2.20878 -5.33760  0.114
H 2.27102 4.20568 -5.83061  0.107
H -1.31800 -2.60967 4.90840  0.129
H -0.35406 3.53325 2.86499  0.126
C -0.98444 -2.08539 2.86943  -0.275
C -3.73912 -1.10429 0.66657  -0.270
C -0.30452 3.76926 -2.01509  -0.043
C 3.48624 0.53445 -3.23860  -0.031
H 4.26402 0.41983 -3.99132  0.087
H 2.49554 -1.14611 -1.08501  0.021
C -5.07709 -1.13763 0.32380  0.003
W -0.51775 -0.84252 0.08749  1.101
S -0.57642 -2.26149 -3.33049  0.034
C -5.46386 -1.91680 -0.75405  -0.022
H -0.63000 -5.78641 2.09885  0.122
C 1.08976 1.87469 -0.24311  -0.315
N -1.83885 -0.04686 1.89068  -0.226
H -0.18542 -0.10317 3.14290  0.114
C 1.96582 -1.15611 2.20911  -0.120
H 2.86334 -0.36723 -3.27097  0.084
S -1.64582 0.26318 -1.81180  0.106
C -3.27215 -0.45378 1.92804  -0.084
C -3.18256 -2.49700 -1.07177  -0.158
C -1.11600 -2.97946 3.91121  0.009
H 3.99535 0.55496 -2.26628  0.079
C 0.83534 3.27185 -2.88313  -0.198
C 1.09944 3.99237 -4.05048  -0.048
C 1.69112 3.03335 0.24402  0.021
H -2.48793 1.79119 1.20058  0.147
H -0.79020 2.98548 -1.43807  0.026
C -1.14544 -0.60674 3.06929  -0.126
H 1.24703 -1.22571 3.00525  0.060
C 1.57816 -1.01218 0.86357  -0.280
C 4.31144 -1.21116 1.71551  -0.715
C -4.50318 -2.63744 -1.44353  -0.019
S -0.56503 -0.24280 -3.51264  0.012
H -1.07216 -5.05853 4.45675  0.124
C -0.61852 -3.79249 1.36411  -0.099
C 2.67482 -1.06802 -0.02469  -0.204
H 2.28831 0.73031 -1.34644  0.064
H 0.47358 4.84967 -4.27577  0.115

Summary:
E_HOMO (spin up / spin down)	-0.36224 / -0.35881	hartree
energy above the lowest of the compared OMol25 structures with the same formula, charge and spin	0.0	kcal per mole
net charge	+1
spin multiplicity	1
orbital gap (spin up / spin down)	6.4 / 6.3	eV

No. 8
Entry from the OMol25 dataset: an isolated molecule of C6H12O2 (wB97M-V/def2-TZVPD).

Last column: Löwdin charge in e.
Atoms and positions in Å:
H 2.83682 0.44707 -1.73710  0.106
O 1.70032 2.20407 -0.46410  0.011
H -0.98377 1.79116 -1.08041  0.077
H -0.07616 0.91812 1.01434  0.141
C -1.04875 -1.68349 1.03202  -0.177
H -0.47060 0.33496 -1.95569  0.086
H -2.02117 0.06194 1.70817  0.054
C -2.01239 -1.01187 1.63435  -0.003
H 2.29317 0.58487 0.51622  0.155
H -1.78968 0.25386 -0.78586  0.073
C 0.17232 0.37334 0.09881  -0.318
H -2.84716 -1.51849 2.08887  0.051
H -1.10050 -2.76553 1.00394  0.097
O 1.96017 0.14637 -1.47291  0.005
C -0.83084 0.71566 -1.00269  -0.049
H 0.34805 -1.65378 -0.56524  0.121
H 1.06456 2.48027 -1.13648  0.090
C 1.59055 0.82113 -0.30026  -0.465
C 0.18125 -1.13039 0.37924  -0.179
H 1.03380 -1.36926 1.02477  0.124

Summary:
E_HOMO	-0.35663	hartree
energy above the lowest of the compared OMol25 structures with the same formula, charge and spin	28.7	kcal per mole
SMILES	C=CC[C@H](C)C(O)O
spin multiplicity	1
orbital gap	10.5	eV